# 1
A cluster of 4 separate species, C20H43O4P in total, computed with ωB97M-V/def2-TZVPD.

SMILES: COC[PH3]CCCc1ccccc1.CC(C)O.CC(C)O.CC(C)O
Net charge: 0
Molar mass: 378.53 g mol⁻¹
E_HOMO: -0.2980 Ha

Each line ends with the Löwdin charge.
Cartesian coordinates (Å):
C: 1.64 -1.64 1.50  -0.133
O: 0.21 -1.30 1.78  -0.329
C: 0.31 0.11 2.29  -0.445
P: -1.33 1.08 2.20  0.750
C: -2.90 2.16 2.19  -0.438
C: -4.22 1.38 1.52  -0.240
C: -5.21 1.00 2.78  -0.228
C: -6.66 0.36 2.34  -0.138
C: -7.21 -0.92 3.26  -0.032
C: -8.70 -1.58 2.90  -0.076
C: -9.60 -0.96 1.65  -0.088
C: -9.06 0.29 0.69  -0.065
C: -7.57 0.95 1.07  -0.027
H: 2.33 -1.01 2.24  0.095
H: 1.95 -1.26 0.41  0.089
H: 1.87 -2.78 1.65  0.099
H: 1.07 0.64 1.54  0.093
H: 0.77 0.03 3.37  0.103
H: -1.68 0.39 0.97  0.019
H: -1.76 0.55 3.49  0.020
H: -0.53 2.30 2.12  0.015
H: -3.11 2.49 3.31  0.080
H: -2.67 3.16 1.60  0.079
H: -3.90 0.49 0.85  0.083
H: -4.78 2.22 0.90  0.106
H: -4.68 0.34 3.60  0.114
H: -5.46 2.03 3.33  0.124
H: -6.59 -1.35 4.17  0.085
H: -9.15 -2.48 3.51  0.072
H: -10.65 -1.46 1.44  0.074
H: -9.69 0.71 -0.20  0.075
H: -7.15 1.86 0.44  0.082
C: -1.57 -1.97 -0.92  -0.074
C: -3.09 -2.11 -0.86  -0.505
C: -3.50 -3.57 -0.79  -0.064
O: -3.66 -1.51 -2.02  -0.062
H: -1.17 -2.46 -1.81  0.081
H: -1.29 -0.92 -0.98  0.069
H: -1.10 -2.41 -0.03  0.069
H: -3.48 -1.57 0.01  0.118
H: -3.17 -4.12 -1.68  0.080
H: -4.60 -3.66 -0.76  0.082
H: -3.09 -4.06 0.10  0.081
H: -3.32 -1.99 -2.80  0.090
C: 5.71 -0.33 -1.64  -0.071
C: 4.35 -1.01 -1.52  -0.489
C: 3.55 -0.87 -2.80  -0.060
O: 3.63 -0.44 -0.44  -0.092
H: 5.59 0.75 -1.82  0.072
H: 6.27 -0.43 -0.71  0.087
H: 6.30 -0.76 -2.46  0.084
H: 4.50 -2.07 -1.30  0.142
H: 3.35 0.19 -3.03  0.084
H: 2.57 -1.35 -2.70  0.078
H: 4.07 -1.31 -3.65  0.081
H: 3.50 0.50 -0.63  0.103
C: 9.21 2.61 -1.30  -0.063
C: 8.24 2.10 -2.35  -0.509
C: 8.82 2.23 -3.75  -0.063
O: 7.03 2.86 -2.27  -0.069
H: 9.45 3.66 -1.45  0.081
H: 8.78 2.52 -0.29  0.082
H: 10.15 2.03 -1.32  0.081
H: 7.98 1.06 -2.14  0.115
H: 9.04 3.27 -3.99  0.081
H: 8.10 1.87 -4.49  0.081
H: 9.74 1.64 -3.84  0.081
H: 7.25 3.79 -2.45  0.094

# 2
A structure of composition C20H43OP3SeY, computed with ωB97M-V/def2-TZVPD.

ΔE to the lowest compared entry with this formula, charge and spin: 37.6 kJ/mol
Net charge: +3
Molar mass: 560.35 g mol⁻¹
E_HOMO (alpha / beta): -0.5939 / -0.5958 Ha

Each line ends with the Löwdin charge.
Cartesian coordinates (Å):
Y: 0.35 0.80 0.70  0.845
P: -2.39 0.05 1.74  0.722
P: 0.94 -1.62 2.19  0.700
P: -1.33 1.98 -1.33  0.715
H: 5.34 -2.32 -4.52  0.051
C: 5.47 -1.28 -4.88  -0.079
C: 5.56 -0.31 -3.92  -0.060
H: 5.68 -0.57 -2.86  0.059
C: -3.48 -1.31 1.13  -0.263
C: -2.41 -0.35 3.53  -0.254
C: -3.61 1.42 1.75  -0.254
C: 2.47 -2.17 1.35  -0.278
C: 1.46 -1.71 3.94  -0.250
C: -0.06 -3.16 2.10  -0.269
C: -0.21 2.06 -2.78  -0.279
C: -1.92 3.73 -1.31  -0.251
C: -2.80 1.18 -2.10  -0.260
H: 5.57 -1.19 -5.98  0.078
H: 5.60 0.76 -4.19  0.063
H: -4.44 -1.41 1.65  0.077
H: -2.94 -2.26 1.19  0.031
H: -3.68 -1.10 0.07  0.033
H: -3.45 -0.52 3.86  0.076
H: -1.96 0.44 4.14  0.036
H: -1.82 -1.26 3.68  0.021
H: -4.54 1.10 2.24  0.075
H: -3.83 1.73 0.72  0.021
H: -3.21 2.29 2.29  0.038
H: 2.98 -2.86 2.02  0.067
H: 3.15 -1.35 1.09  0.050
H: 2.20 -2.71 0.43  0.029
H: 1.46 -2.75 4.28  0.066
H: 0.77 -1.14 4.58  0.039
H: 2.49 -1.32 4.05  0.064
H: 0.40 -3.97 2.68  0.072
H: -0.16 -3.50 1.06  0.015
H: -1.05 -2.98 2.54  0.031
H: -0.69 2.71 -3.52  0.062
H: -0.09 1.05 -3.20  0.033
H: 0.77 2.47 -2.51  0.046
H: -2.20 4.10 -2.30  0.072
H: -1.12 4.38 -0.91  0.053
H: -2.81 3.79 -0.66  0.046
H: -3.10 1.75 -2.98  0.072
H: -3.65 1.14 -1.41  0.037
H: -2.54 0.16 -2.42  0.025
C: 0.50 -1.99 -2.55  -0.572
C: 1.88 -1.72 -2.60  -0.080
C: 2.61 -2.08 -3.71  0.005
C: 1.99 -2.70 -4.81  0.089
C: 0.62 -3.01 -4.75  0.017
C: -0.12 -2.64 -3.64  -0.044
Se: -0.42 -1.61 -0.98  0.958
H: 1.70 0.62 -0.72  -0.105
H: 2.33 -1.22 -1.75  0.061
H: 3.67 -1.86 -3.74  0.052
H: 2.55 -2.97 -5.70  0.149
H: 0.13 -3.55 -5.56  0.142
H: -1.19 -2.87 -3.58  0.126
C: -0.92 4.25 2.98  0.020
C: -0.19 2.96 3.21  -0.358
C: 0.14 2.63 4.62  0.018
O: 0.20 2.23 2.23  -0.207
H: -1.59 4.46 3.83  0.120
H: -1.53 4.28 2.07  0.089
H: -0.16 5.05 2.94  0.134
H: -0.77 2.46 5.23  0.125
H: 0.80 1.76 4.72  0.102
H: 0.57 3.56 5.04  0.132

# 3
A cluster of 3 separate species, C20H44BN2O7S in total, computed with ωB97M-V/def2-TZVPD.

Net charge: -1
Molar mass: 467.46 g mol⁻¹
E_HOMO: -0.1680 Ha

Each line ends with the Löwdin charge.
Cartesian coordinates (Å):
C: 1.46 -0.03 -3.77  -0.131
C: 1.00 1.35 -4.51  -0.254
C: -0.57 1.76 -4.41  -0.185
C: -1.62 0.60 -3.96  -0.247
C: -2.87 1.42 -3.21  -0.190
S: -4.22 0.16 -2.94  0.828
O: -5.54 0.64 -3.60  -0.393
O: -4.50 0.13 -1.39  -0.399
O: -3.90 -1.42 -3.44  -0.215
C: -3.01 -1.55 -4.58  -0.225
C: -1.91 -2.73 -4.15  -0.376
O: -1.70 -3.78 -4.98  -0.152
O: -1.16 -2.75 -2.88  -0.254
C: -2.36 -0.21 -5.20  -0.114
B: -1.39 -0.43 -6.53  -0.413
O: -0.68 -1.66 -6.91  0.075
O: -1.25 0.73 -7.47  0.001
H: 0.91 -0.27 -2.76  0.082
H: 2.61 0.08 -3.49  0.078
H: 1.41 -0.90 -4.56  0.092
H: 1.63 2.23 -4.01  0.104
H: 1.37 1.33 -5.65  0.116
H: -0.64 2.62 -3.59  0.116
H: -0.84 2.31 -5.43  0.124
H: -1.24 -0.16 -3.16  0.135
H: -2.52 2.00 -2.25  0.115
H: -3.31 2.24 -3.95  0.132
H: -3.65 -2.06 -5.45  0.176
H: -3.21 0.54 -5.59  0.152
H: -0.43 -1.57 -7.89  0.126
H: -2.14 1.23 -7.48  0.109
C: -2.84 1.88 4.78  -0.100
C: -2.11 1.95 3.44  -0.273
N: -1.48 0.69 3.04  -0.185
C: -0.57 0.85 1.90  -0.256
C: -1.17 1.26 0.56  -0.086
C: -2.35 -0.49 2.98  -0.250
C: -3.56 -0.43 2.06  -0.083
H: -2.17 1.54 5.58  0.075
H: -3.22 2.87 5.05  0.069
H: -3.70 1.20 4.74  0.064
H: -1.33 2.72 3.55  0.114
H: -2.81 2.31 2.68  0.096
H: -0.01 -0.08 1.75  0.104
H: 0.19 1.59 2.17  0.098
H: -1.69 0.43 0.08  0.062
H: -0.38 1.58 -0.12  0.070
H: -1.87 2.10 0.66  0.068
H: -2.70 -0.70 4.00  0.096
H: -1.75 -1.37 2.72  0.117
H: -4.09 0.53 2.12  0.070
H: -4.27 -1.21 2.34  0.076
H: -3.28 -0.61 1.02  0.052
C: 6.62 -1.20 3.30  -0.098
C: 5.39 -0.32 3.54  -0.274
N: 4.16 -0.83 2.92  -0.187
C: 3.07 0.14 2.93  -0.248
C: 2.51 0.56 4.29  -0.089
C: 3.78 -2.20 3.28  -0.246
C: 3.56 -2.52 4.75  -0.093
H: 6.80 -1.35 2.23  0.079
H: 7.51 -0.71 3.72  0.069
H: 6.53 -2.17 3.79  0.063
H: 5.62 0.66 3.11  0.116
H: 5.27 -0.17 4.62  0.093
H: 2.24 -0.24 2.32  0.097
H: 3.41 1.04 2.41  0.110
H: 1.87 -0.21 4.72  0.058
H: 1.88 1.45 4.17  0.065
H: 3.29 0.81 5.01  0.064
H: 4.56 -2.88 2.90  0.100
H: 2.89 -2.49 2.71  0.120
H: 4.32 -2.07 5.40  0.065
H: 3.59 -3.60 4.91  0.072
H: 2.58 -2.18 5.09  0.055